14
Properties=species:S:1:pos:R:3 method="wB97M-V/def2-TZVPD" gap_ev=9.6 lumo_ev=0.44 homo_energy_ha=-0.3373 e_tot_ev=-8369.5107
C -2.03202 -0.30013 1.15343
C -0.59844 0.11036 -1.49409
O 0.33096 -0.73735 -1.11667
C 1.64451 -0.18181 -1.05568
O 2.40683 -0.49728 -1.91119
C 1.91400 0.68002 0.13635
H -1.49586 -1.24102 1.00019
H -1.77625 0.11496 2.13041
H -3.10803 -0.47850 1.09647
H -1.48611 -0.55408 -1.61126
H -1.74653 0.42261 0.38323
H 1.21611 1.52131 0.16591
H 2.94092 1.04152 0.06666
H 1.78990 0.09940 1.05624

14
Properties=species:S:1:pos:R:3 method="wB97M-V/def2-TZVPD" smiles=O[C@@H]1CC[C@@H]1O gap_ev=9.9 lumo_ev=0.72 homo_energy_ha=-0.3390 e_tot_ev=-8370.6373
O -0.20274 0.50061 1.86533
C 0.35239 0.58023 0.57747
C 0.95147 -0.75662 0.17553
C 0.31300 -0.61896 -1.20722
C -0.70254 0.40247 -0.67186
O -1.89633 -0.03929 -0.12861
H -0.26713 1.35374 2.30618
H 0.54895 1.52801 0.13653
H 2.01713 -0.98563 0.24567
H 0.40619 -1.50024 0.77311
H 1.01288 -0.13066 -1.89420
H -0.10361 -1.51202 -1.66376
H -0.92139 1.22740 -1.39616
H -1.68495 -0.09106 0.82213

14
Properties=species:S:1:pos:R:3 method="wB97M-V/def2-TZVPD" smiles=CO[C@H]1C[C@H]1O gap_ev=10.5 lumo_ev=0.99 homo_energy_ha=-0.3479 e_tot_ev=-8370.8415
C -0.53046 -1.76879 -1.02508
O 0.10768 -0.95382 -0.07054
C -0.09831 0.41843 -0.25968
C -0.60078 1.21006 0.91972
C 0.85591 1.25511 0.52933
O 1.80260 0.58828 1.29813
H -0.10304 -1.61519 -2.02659
H -1.61161 -1.57942 -1.06754
H -0.36244 -2.80510 -0.72439
H -0.37688 0.70474 -1.27442
H -0.83352 0.63709 1.81284
H -1.22061 2.08630 0.74686
H 1.23880 2.17060 0.08628
H 1.73267 -0.34830 1.05507

14
Properties=species:S:1:pos:R:3 method="wB97M-V/def2-TZVPD" smiles=C[C@H]1[C@@H](O)[C@H]1O gap_ev=10.1 lumo_ev=0.74 homo_energy_ha=-0.3442 e_tot_ev=-8371.2728
C 1.62338 -0.13991 -0.14964
C 0.41257 -0.25226 0.74691
C -0.74564 0.70332 0.62792
O -0.78041 1.70022 -0.34892
C -0.90975 -0.72128 0.18087
O -0.94942 -0.88836 -1.21195
H 2.25026 -1.03279 -0.05801
H 1.32992 -0.05902 -1.19915
H 2.22718 0.73517 0.11055
H 0.61935 -0.58759 1.76214
H -1.25134 1.03556 1.52924
H -0.61505 1.26932 -1.19826
H -1.52961 -1.41393 0.74967
H -1.68146 -0.34846 -1.54135

14
Properties=species:S:1:pos:R:3 method="wB97M-V/def2-TZVPD" gap_ev=7.8 lumo_ev=0.68 homo_energy_ha=-0.2604 e_tot_ev=-8367.4017
O 1.06044 -0.48488 -0.98488
C -0.34766 -1.04382 -0.64382
C 1.20137 -0.10522 0.58723
C -0.01172 0.58122 1.24985
O -0.81295 1.15483 0.24886
C -1.24222 0.13565 -0.68225
H 1.02387 0.27115 -1.63968
H -0.59224 -1.80281 -1.38071
H 2.03831 0.58159 0.48581
H 1.48419 -1.04335 1.07355
H 0.32656 1.42272 1.87765
H -0.56883 -0.13053 1.87975
H -2.25092 -0.22459 -0.42870
H -1.30820 0.68804 -1.64263

14
Properties=species:S:1:pos:R:3 method="wB97M-V/def2-TZVPD" smiles=COC1COC1 gap_ev=10.4 lumo_ev=1.05 homo_energy_ha=-0.3432 e_tot_ev=-8369.0676
C -0.14836 1.73977 0.71411
O 0.88573 0.78579 0.76441
C 0.23702 -0.39698 0.55270
C -0.75610 -0.35452 -0.91882
O 0.35814 -0.98139 -1.52228
C 0.98029 -1.38369 -0.31313
H 0.30694 2.73788 0.68804
H -0.71449 1.29262 -0.17742
H -0.83039 1.64608 1.57651
H -0.30733 -0.73007 1.45944
H -1.17270 0.33296 -1.71256
H -1.61240 -0.99638 -0.67433
H 2.06668 -1.27938 -0.37963
H 0.70698 -2.41270 -0.05704

14
Properties=species:S:1:pos:R:3 method="wB97M-V/def2-TZVPD" smiles="CCOC(C)=O" gap_ev=11.4 lumo_ev=0.97 homo_energy_ha=-0.3817 e_tot_ev=-8373.0543
C 0.40839 1.74999 1.43002
C 0.58165 1.08614 0.08055
O -0.05227 -0.20135 0.12274
C 0.05555 -0.92205 -1.00686
O 0.63842 -0.52988 -1.98961
C -0.63342 -2.25407 -0.87367
H -0.64920 1.90324 1.66655
H 0.85821 1.15092 2.22773
H 0.90221 2.72793 1.41265
H 0.12554 1.67812 -0.71955
H 1.63864 0.95292 -0.16999
H -0.10485 -2.87318 -0.14233
H -0.63413 -2.75119 -1.84294
H -1.65676 -2.11526 -0.51541

14
Properties=species:S:1:pos:R:3 method="wB97M-V/def2-TZVPD" smiles=C[C@H]1O[C@H]1CO gap_ev=10.9 lumo_ev=1.01 homo_energy_ha=-0.3633 e_tot_ev=-8370.7588
C -1.03737 -0.59286 1.32322
C 0.27833 0.05218 1.01024
O 1.31332 -0.67090 0.13778
C 0.58316 0.42693 -0.36339
C -0.37099 -0.03786 -1.45463
O -0.04121 -1.35475 -1.77628
H -1.19960 -1.29194 0.48517
H -1.87921 0.11525 1.25114
H -1.06765 -1.08968 2.30029
H 0.87857 0.45836 1.81343
H 1.18994 1.29523 -0.57826
H -0.30953 0.54517 -2.37129
H -1.43455 -0.01160 -1.18709
H 0.84328 -1.47250 -1.32695

14
Properties=species:S:1:pos:R:3 method="wB97M-V/def2-TZVPD" gap_ev=9.0 lumo_ev=0.79 homo_energy_ha=-0.3016 e_tot_ev=-8370.4579
C -0.51895 0.17666 0.48310
C -1.83765 -0.52589 0.53101
C 0.62925 -0.37221 0.01880
C 1.76006 0.47963 -0.28681
O 0.98737 1.93800 -0.58618
O 0.74152 -1.64496 -0.47503
H 0.66218 2.16107 -1.47023
H -0.10627 -2.09790 -0.39949
H -0.43696 1.06844 1.08345
H -1.94685 -1.07941 1.46858
H -2.65252 0.19338 0.47773
H -1.95959 -1.22906 -0.29541
H 2.35443 0.13921 -1.13637
H 2.32398 0.79306 0.58684

14
Properties=species:S:1:pos:R:3 method="wB97M-V/def2-TZVPD" smiles="CCCOC=O" gap_ev=11.7 lumo_ev=0.99 homo_energy_ha=-0.3939 e_tot_ev=-8372.6857
C 1.45475 0.06405 1.46215
C 0.14756 -0.55651 0.97320
C -0.50932 0.31196 -0.08670
O -1.43058 -0.50293 -0.83416
C -1.77360 -0.03092 -2.03458
O -1.41771 1.01617 -2.51003
H 1.29745 1.06530 1.87925
H 1.91862 -0.55315 2.23730
H 2.16876 0.15643 0.63544
H -0.54186 -0.71564 1.81053
H 0.34535 -1.54086 0.53410
H -1.06305 1.15061 0.35054
H 0.22915 0.72772 -0.77913
H -2.43103 -0.75605 -2.53623

14
Properties=species:S:1:pos:R:3 method="wB97M-V/def2-TZVPD" smiles="O=CC/C=C/O.[H][H]" gap_ev=9.8 lumo_ev=0.75 homo_energy_ha=-0.3319 e_tot_ev=-8370.2734
O -1.27507 -0.19206 -2.33184
C -0.48759 -0.62568 -1.31646
C -0.83807 -0.65108 -0.02755
C 0.16620 -0.60786 1.09672
C 0.11977 0.87862 1.41325
O 0.94723 1.70762 1.11785
H -1.90226 0.44517 -1.96257
H 2.31528 0.44279 -0.86646
H 0.47803 -0.97047 -1.67809
H -1.87267 -0.43823 0.24428
H 1.16781 -0.91272 0.78256
H -0.13773 -1.19342 1.97313
H -0.84192 1.20425 1.86280
H 2.16099 0.91307 -0.30763

14
Properties=species:S:1:pos:R:3 method="wB97M-V/def2-TZVPD" gap_ev="7.6 / 7.6" lumo_ev="0.74 / 0.74" homo_energy_ha="-0.2529 / -0.2528" e_tot_ev=-8365.4373
O 1.09459 0.54484 0.60055
C 2.15281 -0.31355 -0.21321
C 0.16337 -0.85570 0.16168
C -1.04900 -0.21912 -0.49902
C -1.92173 0.73431 0.19030
O -1.00968 1.17101 -0.81348
H 0.72903 1.17894 -0.04588
H 2.86171 0.42026 -0.62279
H 2.67265 -0.82003 0.61070
H 0.44322 -1.73501 -0.40183
H -0.00457 -1.12161 1.20770
H -1.48205 -0.82586 -1.29291
H -1.67850 1.03577 1.20834
H -2.97185 0.80575 -0.09015